{
  "formula": "C25H34MoNOSi",
  "method": "wB97M-V/def2-TZVPD",
  "homo_energy_ha": [-0.401, -0.438],
  "charge": 1,
  "gap_ev": [7.27, 7.61],
  "multiplicity": 3,
  "relative_energy_kcal_mol": 0.0,
  "species": ["C", "C", "C", "H", "C", "C", "H", "C", "C", "C", "H", "C", "C", "H", "H", "H", "H", "H", "H", "Mo", "C", "C", "C", "H", "H", "H", "H", "H", "H", "C", "C", "H", "H", "O", "N", "C", "H", "C", "C", "H", "C", "H", "C", "H", "C", "H", "C", "H", "H", "H", "C", "Si", "C", "C", "H", "H", "H", "H", "H", "H", "H", "H", "H"],
  "positions_angstrom": [[2.2442, -0.2241, 1.9970], [2.2580, -1.0173, 0.8184], [1.8109, -0.2181, -0.2737], [2.6531, -2.0213, 0.7127], [1.5182, 1.0923, 0.2282], [1.8130, 1.1016, 1.6265], [1.2479, 1.9551, -0.3647], [-1.2948, -2.2421, 2.6754], [-0.0107, -2.6504, 2.1984], [-0.0131, -2.5534, 0.7624], [0.7842, -3.0949, 2.8011], [-1.2873, -1.9681, 0.3629], [-2.0656, -1.7980, 1.5658], [1.8422, -0.4898, -1.3192], [1.8523, 2.0073, 2.2126], [2.5970, -0.5327, 2.9750], [-3.1074, -1.4775, 1.5826], [0.6897, -3.0051, 0.0688], [-1.6553, -2.3508, 3.6995], [0.1216, -0.2794, 1.2173], [-1.7386, -1.6323, -1.0480], [-3.2626, -1.8307, -1.1186], [-1.0617, -2.5023, -2.1117], [-3.5145, -2.8675, -0.8319], [-3.6097, -1.6545, -2.1422], [-3.7848, -1.1262, -0.4526], [-1.1728, -3.5693, -1.8727], [0.0076, -2.2639, -2.2224], [-1.5645, -2.3137, -3.0711], [-1.2924, -0.1600, -1.3042], [-1.9877, 0.5621, -2.4317], [-0.2251, -0.1510, -1.5484], [-1.4751, 0.4549, -0.3883], [-3.1605, 0.3275, -2.6761], [-1.3027, 1.4970, -3.1819], [-0.1213, 2.2950, -2.8334], [-1.8952, 1.9452, -3.8646], [1.1835, 1.6754, -3.2989], [2.3866, 2.3107, -2.9698], [2.3431, 3.2763, -2.4565], [3.6027, 1.7107, -3.2961], [4.5311, 2.1921, -2.9877], [3.6218, 0.5102, -4.0156], [4.5737, 0.0407, -4.2629], [2.4197, -0.0848, -4.4065], [2.4124, -1.0097, -4.9781], [1.1967, 0.5074, -4.0671], [0.2474, 0.0856, -4.4092], [-0.0926, 2.5036, -1.7518], [-0.2447, 3.2712, -3.3298], [0.1522, -0.1442, 4.8514], [-0.4711, 0.9421, 3.4267], [-2.3426, 1.0348, 3.5843], [0.1533, 2.6849, 3.8230], [-0.2765, -1.1495, 4.8244], [-0.1470, 0.3301, 5.7938], [1.2416, -0.2512, 4.8448], [-2.5678, 1.5059, 4.5507], [-2.7682, 1.6431, 2.7780], [-2.8053, 0.0434, 3.5509], [-0.3955, 3.0553, 4.6999], [1.2229, 2.6939, 4.0644], [-0.0142, 3.3784, 2.9903]],
  "forces_ev_per_angstrom": [[0.33, 0.69, -0.45], [0.70, 0.83, -0.39], [0.72, 0.64, 0.47], [-0.36, 0.12, 0.24], [0.73, 0.14, -0.10], [0.66, 0.22, -0.15], [0.06, -0.16, 0.11], [1.13, 0.32, -0.55], [-0.78, -0.06, -0.25], [-1.29, 0.49, -0.03], [-0.31, 0.29, -0.21], [0.19, -0.83, 0.75], [0.74, 0.43, -1.19], [-0.31, -0.13, 0.02], [-0.04, -0.30, 0.12], [-0.30, 0.02, -0.17], [0.47, 0.02, 0.11], [-0.12, 0.23, 0.27], [0.23, 0.32, -0.38], [-1.22, -3.79, 2.00], [-0.19, 0.23, -0.06], [-0.17, -0.30, -0.10], [-0.08, -0.18, 0.00], [0.16, 0.40, 0.04], [-0.01, -0.15, 0.53], [0.06, -0.27, -0.32], [0.04, 0.26, -0.11], [-0.24, -0.14, 0.03], [0.27, -0.08, 0.18], [0.10, 0.19, -0.16], [-1.05, 0.52, -0.56], [-0.16, 0.02, 0.26], [-0.05, -0.04, -0.44], [0.63, 0.46, -0.32], [0.03, 0.25, 0.40], [-0.22, -0.24, -0.24], [-0.21, -0.20, 0.04], [0.11, -0.03, -0.16], [-0.09, -0.38, 0.03], [0.18, -0.33, -0.04], [-0.15, 0.13, -0.06], [-0.19, -0.16, -0.19], [-0.16, -0.04, 0.20], [-0.25, 0.13, 0.03], [-0.10, 0.27, 0.09], [0.11, 0.18, 0.04], [0.24, 0.07, 0.23], [0.40, 0.01, 0.21], [-0.06, -0.08, -0.30], [-0.01, -0.29, 0.25], [0.04, -0.05, -0.24], [-0.16, 0.23, 0.81], [0.01, -0.05, -0.21], [0.06, -0.12, -0.27], [0.09, 0.21, 0.08], [0.11, -0.03, -0.09], [-0.10, 0.06, 0.13], [-0.06, -0.05, -0.21], [-0.08, -0.05, 0.19], [0.01, 0.22, 0.06], [0.12, -0.07, -0.20], [-0.19, 0.05, 0.05], [-0.01, -0.01, 0.17]],
  "mulliken_spin": [-0.015, 0.019, -0.135, -0.002, 0.169, -0.087, 0.097, -0.036, 0.024, -0.041, -0.003, 0.033, 0.066, -0.010, -0.010, 0.010, 0.000, -0.002, -0.002, 2.014, -0.023, 0.008, 0.015, -0.004, 0.001, 0.000, -0.001, -0.003, -0.001, 0.040, 0.032, -0.106, 0.006, 0.008, 0.000, 0.008, 0.001, -0.002, 0.001, 0.000, -0.001, 0.000, 0.001, 0.000, 0.000, 0.000, 0.000, 0.000, -0.001, 0.000, 0.007, -0.129, 0.034, 0.010, 0.000, 0.000, 0.001, 0.001, 0.008, -0.002, -0.003, 0.002, 0.001]
}